No. 1
Formula: C28H43ClN4O7SSbY
Source: OMol25
Level of theory: ωB97M-V/def2-TZVPD

Properties
HOMO level	-8.46	eV
total charge	0
HOMO-LUMO gap	8.11	eV
multiplicity	1

The geometry in XYZ format:
```
86
Properties=species:S:1:pos:R:3:mulliken_charge:R:1
Y 0.0629 -1.6079 -0.8808 0.244
N 1.0250 -1.8481 -3.2384 -0.637
C 2.5041 -2.1233 -3.1465 -0.674
C 2.9840 -2.5959 -1.7356 0.358
O 3.8330 -3.4997 -1.7998 -0.745
N 2.3801 -2.0310 -0.6766 0.486
C 2.7043 -2.4942 0.7024 -0.900
C 1.5578 -2.3743 1.7382 0.403
O 1.6597 -2.9760 2.8274 -0.765
O 0.5095 -1.6679 1.3297 -0.440
H 0.5781 -2.5613 -3.7973 0.262
H 0.8757 -0.9686 -3.7435 0.190
H 3.0595 -1.2222 -3.4023 0.316
H 2.7866 -2.9017 -3.8584 0.404
H 3.5656 -1.9542 1.0966 0.558
H 2.9717 -3.5452 0.5767 0.411
C 0.9326 3.9634 1.3837 -1.327
C 0.8071 3.6896 -0.1015 0.349
C -0.5239 4.1778 -0.6882 -1.407
Sb 1.1618 1.5317 -0.4695 -0.138
C 1.1438 1.6056 -2.7092 1.221
C 1.7496 2.8975 -3.2153 -1.697
C -0.2558 1.3827 -3.2715 -1.201
C 3.3832 1.7016 -0.1606 0.354
C 4.1720 0.9119 -1.1937 -1.336
C 3.5808 1.2018 1.2742 -1.213
H 0.8539 5.0381 1.5338 0.450
H 1.9003 3.6430 1.7712 0.311
H 0.1627 3.4806 1.9733 0.132
H 1.6565 4.0838 -0.6399 0.718
H -1.3851 3.8035 -0.1437 0.210
H -0.6025 3.8852 -1.7478 0.178
H -0.5327 5.2646 -0.6416 0.517
H 1.8177 0.7607 -2.9285 -0.335
H 1.0749 3.7466 -3.1024 0.355
H 1.9666 2.7888 -4.2806 0.503
H 2.7084 3.1690 -2.7352 0.330
H -0.9827 2.1124 -2.9275 0.264
H -0.6177 0.3607 -3.0704 0.153
H -0.1932 1.5389 -4.3646 0.463
H 3.5200 2.7851 -0.2606 0.600
H 3.9980 -0.1652 -1.1051 0.049
H 5.2316 1.0704 -1.0226 0.531
H 4.0046 1.2522 -2.2258 0.272
H 3.3591 0.1352 1.3639 0.031
H 2.9987 1.7694 2.0065 0.263
H 4.6298 1.3533 1.5166 0.464
Cl -1.2488 -6.3315 2.5392 -0.211
C -0.4684 -5.8263 1.0758 0.006
C 0.3803 -6.6778 0.3469 -0.254
C 0.9235 -6.1911 -0.8737 -0.715
C 0.6059 -4.9222 -1.3363 -0.050
N -0.1365 -4.0788 -0.5533 0.008
C -0.7106 -4.5383 0.5876 -0.460
H 0.5776 -7.6872 0.7185 0.426
H 1.6382 -6.7531 -1.4870 0.390
H 1.0012 -4.5592 -2.2874 0.301
H -1.3375 -3.8606 1.1220 0.560
C -1.2224 0.9565 5.6702 -1.449
C -1.9992 1.3006 4.4374 0.887
C -3.3191 1.7454 4.5036 -0.785
C -4.0439 2.0490 3.3489 -0.530
C -3.4076 1.9810 2.0942 -0.096
C -2.0765 1.5578 2.0228 0.142
C -1.4095 1.1981 3.1881 -0.807
S -4.2643 2.4536 0.6327 1.263
O -5.6858 2.4256 0.9393 -0.759
O -3.6162 3.6047 0.0308 -0.697
N -4.0507 1.2521 -0.4580 -0.137
C -4.5944 -0.0856 -0.2353 -0.386
C -4.0686 -1.0642 -1.2701 -1.074
C -2.5394 -1.1741 -1.2446 1.112
O -1.8151 -0.3409 -0.5927 0.462
O -1.9557 -2.0895 -1.9050 -0.657
H -1.7329 1.2773 6.5751 0.381
H -0.2392 1.4334 5.6421 0.342
H -1.0624 -0.1271 5.7567 0.307
H -3.7850 1.8544 5.4820 0.339
H -5.0918 2.3794 3.3891 0.487
H -1.5534 1.4768 1.0702 0.094
H -0.3930 0.8274 3.0738 0.430
H -3.1413 1.2640 -0.9093 0.181
H -5.6929 -0.0360 -0.3178 0.396
H -4.3604 -0.4336 0.7816 0.351
H -4.3894 -0.7693 -2.2742 0.282
H -4.4925 -2.0590 -1.0928 0.387
```


No. 2
Formula: C4H8O3S
Source: OMol25
Level of theory: ωB97M-V/def2-TZVPD

Properties
HOMO level	-8.85	eV
total charge	0
HOMO-LUMO gap	9.41	eV
multiplicity	1

The geometry in XYZ format:
```
16
Properties=species:S:1:pos:R:3:nbo_charge:R:1
C -1.5333 -0.9866 1.0867 -0.767
S -1.0402 -1.3722 -0.6105 0.233
C 0.2528 -0.1319 -0.9584 -0.484
C -0.2518 1.3399 -1.0015 -0.061
O -0.7632 1.7970 0.2254 -0.726
C 1.3989 -0.2775 0.0176 0.788
O 1.4809 0.3381 1.0721 -0.638
O 2.2638 -1.1916 -0.3417 -0.652
H -2.1977 -1.8102 1.4035 0.232
H -0.6459 -1.0620 1.7637 0.223
H -2.0456 -0.0013 1.1861 0.248
H 0.6546 -0.3837 -1.9796 0.259
H -1.0556 1.4193 -1.7128 0.191
H 0.5514 1.9485 -1.3481 0.161
H -0.0272 1.6160 0.8712 0.491
H 2.9580 -1.2417 0.3262 0.500
```


No. 3
Formula: C4H12
Source: OMol25
Level of theory: ωB97M-V/def2-TZVPD

Properties
HOMO level	-11.73	eV
total charge	0
HOMO-LUMO gap	12.88	eV
multiplicity	1

The geometry in XYZ format:
```
16
Properties=species:S:1:pos:R:3:nbo_charge:R:1
C -2.3874 0.5493 -0.8289 -0.607
C -1.9498 0.2101 0.5918 -0.608
H -1.5708 1.0338 -1.3624 0.203
H -2.7585 -0.3369 -1.3355 0.205
H -3.2122 1.2647 -0.8014 0.202
H -1.1901 -0.5705 0.6048 0.200
H -2.7877 -0.1824 1.1765 0.201
H -1.5924 1.0425 1.2021 0.205
C 2.5274 -1.0610 -0.0128 -0.613
C 1.7933 0.2806 0.2472 -0.613
H 1.8523 -1.8211 -0.4039 0.203
H 3.3273 -0.9266 -0.7360 0.205
H 2.9141 -1.4487 0.9301 0.204
H 0.7600 0.2142 -0.0754 0.205
H 2.2727 1.0714 -0.3334 0.203
H 1.8489 0.5723 1.2941 0.205
```


No. 4
Formula: C54H135CrLiN9O8PS
Source: OMol25
Level of theory: ωB97M-V/def2-TZVPD

Properties
HOMO level (alpha / beta)	-4.67 / -4.65	eV
total charge	-1
HOMO-LUMO gap (alpha / beta)	6.06 / 6.04	eV
multiplicity	4

The geometry in XYZ format:
```
210
Properties=species:S:1:pos:R:3:mulliken_spin:R:1
Cr -2.4455 -3.7241 12.0746 3.185
Li -2.5332 -7.0545 8.0889 0.006
P -3.5912 -1.8295 12.9729 0.029
O -4.4274 -0.6627 13.4817 0.002
O -2.3123 -1.8029 12.0762 -0.050
O -4.1974 -2.8573 11.9953 -0.069
O -3.0889 -3.0123 13.8033 -0.057
S -2.5628 -5.5435 10.0949 0.021
O -2.9757 -5.5188 11.4681 -0.028
O -1.9633 -4.2477 10.2736 -0.061
O -1.6337 -6.5999 9.7381 -0.003
O -3.5972 -5.5384 9.0784 -0.002
C -10.6130 -3.1261 10.6668 0.000
C -9.9480 -3.1096 9.2847 0.000
N -8.4955 -3.2533 9.5022 0.000
C -8.1010 -4.6740 9.7532 0.000
C -6.6057 -4.8712 10.0418 0.003
C -7.7495 -2.6511 8.4071 0.001
C -8.0038 -3.3034 6.9978 0.000
H -10.6436 -4.1328 11.0836 0.000
H -11.6401 -2.7636 10.7082 0.000
H -10.0838 -2.5123 11.3958 0.000
H -10.3963 -3.7861 8.5570 0.000
H -10.1325 -2.1112 8.8883 0.000
H -8.6083 -4.9827 10.6673 0.000
H -8.4148 -5.3759 8.9805 0.000
H -6.2976 -5.9107 10.1547 0.000
H -5.9366 -4.5263 9.2535 -0.001
H -6.4280 -4.2695 10.9331 -0.001
H -6.7150 -2.5659 8.7398 0.000
H -7.9168 -1.5778 8.3167 0.000
H -9.0187 -3.2807 6.6010 0.000
H -7.6472 -4.3334 7.0014 0.000
H -7.4540 -2.7711 6.2216 0.000
C -5.5627 -6.7248 13.1402 -0.009
C -5.4140 -7.0921 14.6089 0.001
N -5.7622 -8.4486 15.0353 0.000
C -5.4265 -9.5680 14.1682 0.000
C -3.9015 -9.6934 13.8874 0.000
C -5.5232 -8.7372 16.4301 0.000
C -6.5279 -7.9663 17.3149 0.000
H -4.8100 -7.2078 12.5171 0.000
H -5.4025 -5.6570 12.9911 0.009
H -6.5351 -6.9761 12.7166 0.001
H -4.3748 -6.9557 14.9081 0.004
H -5.9464 -6.3823 15.2420 -0.001
H -5.9942 -9.4386 13.2468 0.000
H -5.8521 -10.5153 14.4992 0.000
H -3.4870 -8.8558 13.3263 0.001
H -3.7553 -10.5151 13.1863 0.000
H -3.3728 -9.9054 14.8167 0.000
H -5.7183 -9.7815 16.6740 0.000
H -4.4939 -8.5774 16.7512 0.000
H -6.6025 -8.4126 18.3066 0.000
H -6.3097 -6.9112 17.4794 0.000
H -7.5493 -7.9978 16.9358 0.000
C -5.7187 -7.3520 7.2714 0.001
C -4.9991 -8.3196 8.2347 -0.001
N -3.6593 -8.8458 7.8481 -0.001
C -3.2932 -9.9433 8.7359 -0.001
C -3.4449 -9.6251 10.2357 -0.001
C -3.5537 -9.2804 6.4551 0.000
C -4.4430 -10.4483 6.0299 0.000
H -5.2009 -6.3928 7.2739 -0.001
H -6.6739 -7.1695 7.7638 0.000
H -5.9430 -7.7907 6.2991 0.000
H -4.9615 -7.6761 9.1137 -0.001
H -5.6825 -9.1194 8.5202 0.000
H -3.7971 -10.8962 8.5743 0.000
H -2.2467 -10.1575 8.5190 0.001
H -2.9701 -8.7032 10.5717 0.001
H -4.5038 -9.5852 10.4914 0.000
H -2.9083 -10.4039 10.7776 0.000
H -2.5065 -9.5293 6.2832 0.000
H -3.7080 -8.5374 5.6727 0.000
H -4.3369 -11.4110 6.5299 0.000
H -4.1688 -10.7324 5.0140 0.000
H -5.4945 -10.1609 6.0259 0.000
C 1.4518 -3.0187 13.8697 0.005
C 0.1321 -3.0123 13.1647 0.049
N -0.5341 -4.3025 12.9379 -0.101
C -0.8393 -4.9183 14.2406 -0.010
C -1.9266 -5.9701 14.1850 0.038
C 0.3239 -5.2539 12.1515 0.070
C 1.0200 -4.6872 10.9082 0.005
H 1.3485 -3.3353 14.9076 0.000
H 1.8611 -2.0098 13.9217 0.000
H 2.2057 -3.6369 13.3822 -0.001
H -0.5120 -2.3800 13.7758 0.003
H 0.1581 -2.4331 12.2417 -0.033
H 0.0434 -5.4121 14.6468 -0.004
H -1.1191 -4.1386 14.9491 -0.004
H -2.9438 -5.6107 14.0294 -0.003
H -1.6842 -6.7628 13.4772 -0.001
H -1.9954 -6.4947 15.1380 0.005
H -0.2110 -6.1525 11.8442 -0.011
H 1.1492 -5.5633 12.7928 0.007
H 1.3342 -5.5091 10.2648 0.000
H 1.9382 -4.1624 11.1716 0.001
H 0.3961 -4.0244 10.3085 0.004
C 0.1378 -8.5485 6.6937 -0.001
C 0.0328 -7.0409 6.7861 0.001
N -1.2870 -6.4359 6.4406 0.000
C -1.6947 -6.7384 5.0335 0.000
C -3.0684 -6.1143 4.6742 0.000
C -1.2441 -4.9865 6.7891 0.000
C -0.4049 -4.1075 5.9242 0.000
H -0.6649 -8.9539 7.3096 0.000
H 1.0560 -8.8925 7.1698 0.000
H 0.1549 -8.8939 5.6600 0.000
H 0.2987 -6.7517 7.8028 0.000
H 0.8393 -6.6452 6.1688 0.000
H -0.9536 -6.2917 4.3707 0.000
H -1.7138 -7.8084 4.8271 0.000
H -3.0886 -5.0245 4.6803 0.000
H -3.3533 -6.4110 3.6648 0.000
H -3.8510 -6.3791 5.3852 0.000
H -0.9319 -4.8443 7.8237 0.003
H -2.2277 -4.5241 6.8725 0.000
H -0.2858 -3.0840 6.2799 0.000
H -0.8273 -4.0703 4.9201 0.000
H 0.6491 -4.3849 5.9429 0.000
C -4.2763 0.9037 9.8522 -0.001
C -3.7475 -0.4677 9.3640 0.011
N -4.0131 -0.7661 7.8658 0.001
C -3.1707 0.0556 6.9838 0.000
C -1.6570 -0.2345 6.9974 -0.001
C -3.7107 -2.2390 7.6846 0.001
C -4.1934 -2.6234 6.2658 0.000
H -5.3529 0.9964 9.7089 0.000
H -3.6707 1.6925 9.4059 0.000
H -4.0854 0.9843 10.9223 0.000
H -2.7168 -0.5698 9.7037 -0.004
H -4.2595 -1.2651 9.9027 -0.006
H -3.2611 1.0456 7.4308 0.000
H -3.5690 -0.0252 5.9724 0.000
H -1.3364 -0.1069 8.0314 0.001
H -1.1137 0.4943 6.3959 0.000
H -1.4217 -1.2410 6.6515 0.000
H -2.6631 -2.3750 7.9531 -0.002
H -4.2746 -2.8439 8.3948 0.000
H -5.1649 -2.1834 6.0408 0.000
H -3.5358 -2.2862 5.4645 0.000
H -4.2486 -3.7120 6.2556 0.000
C -6.2832 -3.7400 16.1992 -0.001
C -6.6061 -2.9030 14.9889 -0.002
N -7.9879 -2.3925 14.8992 0.000
C -8.3036 -1.3945 15.8906 0.000
C -7.4342 -0.1448 15.7900 0.000
C -8.9398 -3.4506 14.9215 0.000
C -8.8029 -4.4462 13.7581 0.000
H -6.3261 -3.2210 17.1568 0.000
H -5.2543 -4.0959 16.1450 0.000
H -6.8990 -4.6284 16.3390 0.000
H -5.8355 -2.1327 15.0208 0.005
H -6.3834 -3.5020 14.1059 0.003
H -9.3645 -1.1461 15.8592 0.000
H -8.1492 -1.8390 16.8738 0.000
H -7.5749 0.3212 14.8147 0.000
H -7.6814 0.5499 16.5927 0.000
H -6.3591 -0.3241 15.8000 0.000
H -9.9270 -2.9989 14.8233 0.000
H -8.8944 -4.0102 15.8558 0.000
H -8.5212 -3.9676 12.8202 0.000
H -9.7169 -5.0064 13.5608 0.000
H -8.0039 -5.1563 13.9712 0.000
C 0.6998 -1.0975 9.3129 -0.001
C 1.4336 0.2672 9.4145 0.000
N 1.5854 0.7537 10.8230 0.000
C 2.7143 0.0669 11.4244 0.000
C 3.1477 0.5635 12.8079 0.000
C 0.3526 0.6846 11.6767 -0.006
C -0.8087 1.4474 11.0476 -0.001
H 1.2144 -1.8743 9.8785 -0.001
H 0.6496 -1.3873 8.2634 0.000
H -0.2988 -1.0318 9.7449 0.000
H 2.3827 0.1344 8.8954 0.000
H 0.8972 0.9650 8.7716 0.000
H 2.4184 -0.9803 11.4860 0.000
H 3.6218 0.1404 10.8251 0.000
H 3.7107 -0.1574 13.4008 0.000
H 3.8236 1.4064 12.6633 0.000
H 2.3242 1.0435 13.3366 0.000
H 0.5129 1.1637 12.6426 0.000
H 0.1098 -0.3678 11.8238 -0.001
H -0.7823 2.5349 11.1154 0.000
H -1.7464 1.1910 11.5407 0.000
H -0.9029 1.1296 10.0092 0.000
C 0.2124 -9.8744 11.2511 0.000
C 0.9572 -10.4774 10.0773 0.000
N 1.5479 -11.7310 10.4625 0.000
C 2.0472 -12.4701 9.2560 0.000
C 2.5326 -13.9123 9.5512 0.000
C 2.4982 -11.6460 11.5667 0.000
C 3.7661 -10.7899 11.3572 0.000
H -0.2013 -8.8937 11.0164 -0.001
H 0.8677 -9.5941 12.0758 0.000
H -0.6092 -10.4984 11.6027 0.000
H 0.2276 -10.7213 9.3051 0.000
H 1.6908 -9.8178 9.6137 0.000
H 1.2071 -12.4449 8.5620 0.000
H 2.7984 -11.8547 8.7608 0.000
H 1.7853 -14.4728 10.1129 0.000
H 2.6624 -14.4744 8.6264 0.000
H 3.4747 -13.9449 10.0984 0.000
H 2.6898 -12.6631 11.9087 0.000
H 2.0452 -11.1850 12.4444 0.000
H 3.4435 -9.7497 11.3122 0.000
H 4.2802 -10.9787 10.4147 0.000
H 4.4133 -10.8164 12.2338 0.000
```


No. 5
Formula: C4H6N4O
Source: OMol25
Level of theory: ωB97M-V/def2-TZVPD

Properties
HOMO level	-8.39	eV
total charge	0
HOMO-LUMO gap	8.94	eV
multiplicity	1

The geometry in XYZ format:
```
15
Properties=species:S:1:pos:R:3:nbo_charge:R:1
N -2.2392 -0.5574 1.6028 -0.303
C -1.4715 -0.3445 0.7810 0.245
C -0.4584 0.0229 -0.2030 0.161
N -0.4023 1.4855 -0.3335 -0.844
N -0.7044 -0.6855 -1.4300 -0.809
C 0.8947 -0.4590 0.3883 -0.197
N 1.8148 0.4929 0.8911 -0.811
C 1.1231 -1.7412 0.3360 0.707
O 1.2613 -2.8980 0.2980 -0.431
H -0.7521 1.7891 -1.2338 0.382
H -0.9208 1.9543 0.3999 0.384
H -1.5855 -0.4233 -1.8577 0.372
H 0.0543 -0.5569 -2.0870 0.381
H 1.5443 1.4088 0.5420 0.396
H 1.8418 0.5126 1.9059 0.367
```


No. 6
Formula: C8H13NO2
Source: OMol25
Level of theory: ωB97M-V/def2-TZVPD

Properties
HOMO level (alpha / beta)	-7.86 / -7.63	eV
total charge	0
HOMO-LUMO gap (alpha / beta)	8.05 / 7.38	eV
multiplicity	1

The geometry in XYZ format:
```
24
Properties=species:S:1:pos:R:3:nbo_charge:R:1
C -2.1028 -0.4732 -0.0868 0.710
C 1.4547 0.6016 -0.0113 -0.512
C 0.6322 1.6108 -0.8026 -0.212
C -0.9872 1.7782 1.0362 -0.270
C -1.3591 0.7476 0.1083 0.018
C 0.7880 -0.7032 0.0981 0.178
C 0.6655 -1.3689 1.4484 -0.693
C 0.4944 -1.6156 -1.0762 -0.681
N -0.6560 1.8852 -0.3577 -0.383
O -2.4869 -1.0949 0.9268 -0.605
O -2.2075 -0.7077 -1.3994 -0.663
H 2.4292 0.5340 -0.5549 0.239
H 1.6567 1.1201 0.9824 0.215
H 1.2873 2.5115 -0.7855 0.200
H 0.7127 1.3058 -1.8635 0.191
H -1.7536 2.6587 1.1437 0.211
H -0.2598 1.6068 1.8228 0.206
H 1.5631 -1.0870 2.1094 0.215
H 0.8386 -2.4717 1.3062 0.211
H -0.2852 -1.2662 1.9675 0.265
H 1.3013 -2.0914 -1.6628 0.228
H -0.1153 -0.9960 -1.8332 0.205
H 0.0689 -2.4287 -0.5962 0.232
H -1.6794 -0.0557 -1.9199 0.495
```


Electronic energy readings, ordered: -2975.58504, -781.12906, -159.57814, -5024.90883, -450.23070, -517.67219 hartree